[1]
{
  "formula": "C5H7NO",
  "method": "ωB97M-V/def2-TZVPD",
  "smiles": "CC1=C(N)[C@@H]2O[C@H]12",
  "e_homo_ev": -7.7,
  "species": ["C", "C", "C", "N", "C", "O", "C", "H", "H", "H", "H", "H", "H", "H"],
  "xyz": [[-1.276203, -1.459516, -0.176838], [-0.179385, -0.499174, 0.088891], [-0.001618, 0.831948, 0.055397], [-0.764151, 1.957490, -0.123767], [1.500431, 0.715947, 0.346500], [2.042269, -0.106322, -0.657465], [1.312187, -0.735626, 0.372206], [-2.187433, -0.928347, -0.443331], [-1.004861, -2.130528, -0.992936], [-1.475467, -2.070267, 0.704725], [-1.649430, 1.799628, -0.583132], [-0.261582, 2.756050, -0.482153], [2.148664, 1.353352, 0.919885], [1.796579, -1.484635, 0.972017]],
  "forces_ev_per_angstrom": [[0.1207, 0.1259, -0.0577], [0.1331, -0.0735, 0.2426], [0.3099, -0.2925, 0.4913], [-0.1387, 0.0913, -0.1758], [-0.6001, 0.0386, 0.3851], [1.1760, -0.1617, -1.3798], [-0.8401, 0.3531, 0.3885], [-0.1563, -0.0750, -0.0379], [-0.0885, -0.0744, -0.0699], [-0.1011, -0.0404, -0.0065], [0.0377, 0.1382, 0.0064], [-0.1043, -0.0462, -0.0358], [0.1237, 0.0603, 0.1140], [0.1280, -0.0437, 0.1355]]
}

[2]
{
  "formula": "C16H13F5N5O2RhS",
  "method": "ωB97M-V/def2-TZVPD",
  "s2": 6.06,
  "e_homo_ev": [-5.8, -8.2],
  "spin_multiplicity": 5,
  "species": ["Rh", "N", "C", "S", "N", "N", "C", "C", "C", "C", "C", "C", "N", "H", "H", "H", "H", "H", "H", "H", "C", "O", "C", "C", "H", "H", "H", "H", "H", "H", "F", "C", "C", "C", "F", "C", "F", "C", "F", "C", "F", "O", "N"],
  "xyz": [[-0.343070, 0.006190, 0.140643], [-1.965424, -0.750611, -4.061940], [-1.259845, -0.754890, -2.873283], [-0.389818, 0.764624, -2.515165], [-1.246844, -1.795856, -2.132658], [-0.633372, -1.695004, -0.931721], [-0.220919, -2.832494, -0.350508], [0.566927, -2.739112, 0.804064], [1.048478, -3.871239, 1.509168], [1.847765, -3.698079, 2.601907], [2.191150, -2.393779, 3.009518], [1.688884, -1.335835, 2.289696], [0.893110, -1.473165, 1.224301], [-1.639583, -0.102938, -4.760788], [-2.175496, -1.674184, -4.412372], [-0.462351, -3.779216, -0.814920], [0.770367, -4.859280, 1.167349], [2.217555, -4.555841, 3.148231], [2.833299, -2.215302, 3.859316], [1.937620, -0.316781, 2.562160], [0.083299, 3.324260, -1.270867], [-0.823275, 2.528017, -0.520851], [-1.283726, 1.294000, -1.001578], [-2.786722, 1.285410, -1.097640], [0.268361, 4.210764, -0.670094], [-0.356194, 3.620427, -2.226359], [1.032688, 2.812344, -1.444526], [-3.126342, 2.044582, -1.805827], [-3.194673, 1.503013, -0.111382], [-3.154653, 0.309526, -1.410134], [0.975883, 2.110001, 2.137517], [0.359548, 1.749442, 3.272594], [-0.780497, 0.935247, 3.187928], [-1.392362, 0.562911, 4.393909], [-2.465379, -0.220357, 4.412910], [-0.875934, 0.986227, 5.605814], [-1.466332, 0.615336, 6.740935], [0.254573, 1.784539, 5.657604], [0.741623, 2.182610, 6.831204], [0.875969, 2.166974, 4.477619], [1.965360, 2.934441, 4.515878], [-2.278723, -0.065370, 1.737338], [-1.177326, 0.536448, 1.937411]],
  "forces_ev_per_angstrom": [[0.1242, -0.2361, 0.3482], [-0.0015, 0.0156, -0.0383], [0.0225, -0.1159, 0.1109], [0.0573, 0.0653, 0.0060], [-0.0463, 0.0469, -0.1282], [-0.0940, -0.0805, 0.0097], [0.0360, 0.0066, -0.0435], [0.0196, -0.0346, -0.0122], [0.0166, 0.0158, 0.0109], [-0.0166, 0.0242, -0.0263], [0.0210, 0.0067, 0.0035], [0.0099, 0.0042, 0.0073], [-0.0839, -0.0108, -0.0165], [-0.0029, 0.0027, 0.0080], [-0.0061, 0.0019, 0.0054], [0.0145, -0.0002, -0.0055], [-0.0046, 0.0006, -0.0050], [0.0038, -0.0008, 0.0022], [-0.0017, -0.0017, 0.0017], [-0.0075, -0.0045, 0.0218], [-0.0242, 0.0146, -0.0297], [0.0038, 0.0436, 0.0432], [-0.1784, 0.2319, -0.2024], [0.0358, -0.0436, 0.0184], [-0.0004, -0.0018, 0.0028], [0.0125, 0.0009, -0.0021], [-0.0023, -0.0067, 0.0020], [-0.0024, 0.0031, -0.0038], [-0.0024, 0.0140, -0.0045], [-0.0020, 0.0001, 0.0049], [0.0280, 0.0160, 0.0504], [-0.0685, -0.0795, -0.0145], [0.0731, 0.1619, 0.1051], [0.0232, 0.0554, -0.0480], [0.0069, -0.0011, 0.0024], [0.0213, 0.0119, 0.0314], [0.0015, 0.0039, -0.0139], [-0.0315, -0.0138, 0.0034], [-0.0009, 0.0022, -0.0157], [0.0067, 0.0043, -0.0137], [-0.0116, -0.0075, 0.0009], [0.0330, -0.0699, -0.0037], [0.0187, -0.0453, -0.1729]]
}

[3]
{
  "formula": "C4H8N2",
  "method": "ωB97M-V/def2-TZVPD",
  "e_homo_ev": [-7.9, -7.9],
  "species": ["C", "C", "C", "C", "N", "N", "H", "H", "H", "H", "H", "H", "H", "H"],
  "xyz": [[-0.133643, 2.043292, -0.016416], [-0.227084, 0.758140, -0.185289], [1.458087, -0.904063, 0.523420], [0.555152, -0.397778, -0.604137], [-2.238616, -0.948989, -0.183283], [-2.126838, 0.099233, 0.379485], [-0.965211, 2.622116, 0.346643], [0.773998, 2.594843, -0.225466], [2.060810, -1.741087, 0.177888], [0.856341, -1.233675, 1.367264], [2.123175, -0.114000, 0.865946], [1.150256, -0.145828, -1.485737], [-0.148446, -1.194400, -0.885311], [-3.137976, -1.437808, -0.075003]],
  "forces_ev_per_angstrom": [[0.0931, 0.3316, 0.0274], [-2.8506, -1.1225, 0.9112], [-0.0225, 0.0085, -0.0862], [0.1587, 0.0023, 0.1156], [0.6526, -0.4554, -0.4671], [2.4230, 0.8586, -0.9352], [-0.2416, 0.0569, 0.1474], [0.1819, -0.0226, -0.1347], [0.0422, -0.0829, 0.0204], [-0.0111, -0.0255, 0.0884], [0.0568, 0.0168, 0.0407], [-0.0682, -0.0133, -0.0479], [-0.0368, 0.0694, -0.1216], [-0.3775, 0.3781, 0.4415]]
}

[4]
{
  "formula": "C6H3NOS2",
  "method": "ωB97M-V/def2-TZVPD",
  "smiles": "O=c1ssc2ncccc12",
  "e_homo_ev": -8.8,
  "species": ["O", "C", "S", "S", "C", "N", "C", "C", "C", "C", "H", "H", "H"],
  "xyz": [[-0.059551, -1.394596, -2.383400], [-0.254704, -0.995051, -1.278715], [-1.524190, -1.673255, -0.125776], [-1.237630, -0.387556, 1.447328], [-0.029962, 0.616534, 0.701480], [0.515247, 1.660442, 1.329424], [1.662713, 2.059150, 0.879950], [2.271742, 1.785019, -0.376948], [1.527924, 0.866038, -1.092761], [0.457512, 0.201436, -0.553973], [2.250335, 2.601464, 1.623227], [3.285649, 2.158348, -0.589846], [1.711444, 0.548085, -2.091175]],
  "forces_ev_per_angstrom": [[-0.0788, -0.1238, 0.2228], [0.5794, 1.9334, 1.6801], [0.4874, -0.0491, -0.8963], [-0.3049, 0.5206, 0.5139], [0.6517, -0.3126, -1.6556], [-1.3110, -1.7557, 1.0489], [2.6715, 1.2415, -0.5008], [-0.9591, -0.5444, 1.5378], [0.6206, -0.0554, -1.0119], [-2.0424, -1.1977, 0.4374], [-0.2287, 0.5410, -0.3502], [-0.8990, -0.1507, -0.2329], [0.8132, -0.0470, -0.7932]]
}

Per-record ΔE to the lowest compared entry with this formula, charge and spin, kJ/mol: 320.51, 103.04, 364.20, 71.82
Per-record energy, hartree: -324.60239, -2049.60608, -266.58329, -1156.80579